Record 1
67
Properties=species:S:1:pos:R:3:forces:R:3 method="wB97M-V/def2-TZVPD" orbital_gap_ev=10.7 e_above_lowest_ev=0.000 total_charge=+1
C 1.42191 -2.34909 0.77438 -0.3 0.0 0.1
S 1.04822 -3.25395 -0.72930 -0.1 -0.6 0.0
C 0.83684 -1.98736 -1.97177 -1.3 -0.5 -0.1
Si -1.05285 -4.06448 -0.45483 -0.3 0.2 0.1
C -0.98430 -5.03974 1.10120 0.4 -0.1 0.1
C -2.21892 -2.63069 -0.33203 0.3 0.0 0.2
C -1.28080 -5.12470 -1.94048 0.3 0.0 -0.3
H 2.16694 -1.59494 0.53558 -0.2 -0.2 0.2
H 0.52716 -1.90399 1.20132 -0.1 0.1 0.0
H 1.84555 -3.07685 1.45936 0.1 0.0 0.1
H 0.32447 -1.12241 -1.56346 -0.1 -0.1 0.0
H 1.82367 -1.72537 -2.33654 -2.6 -0.8 -0.1
H 0.25259 -2.42796 -2.77612 -0.1 0.0 0.0
H -0.40918 -5.95794 0.98467 0.0 -0.1 0.0
H -0.54561 -4.48325 1.92969 -0.1 0.1 0.1
H -2.00964 -5.29757 1.36873 0.0 0.0 0.1
H -2.54091 -2.54103 0.70525 -0.1 0.1 0.0
H -1.76562 -1.67617 -0.59928 0.0 0.0 -0.1
H -3.10246 -2.77859 -0.95016 0.0 0.0 -0.1
H -1.43454 -4.54409 -2.84981 -0.1 0.0 0.0
H -0.41649 -5.76699 -2.11103 0.0 -0.1 0.0
H -2.14923 -5.76372 -1.78017 -0.1 0.0 0.0
O -3.69766 -0.93193 1.91127 0.0 0.0 0.0
S -3.25735 0.39869 2.23313 0.1 -0.1 -0.1
O -2.60128 0.60535 3.48379 0.1 0.0 0.1
O -4.46017 1.39019 2.06290 -0.2 0.2 0.1
C -5.70217 1.09105 2.77464 -0.2 -0.1 -0.1
C -5.61900 1.37926 4.25432 0.1 0.0 0.0
C -2.26085 1.03344 0.93510 0.0 0.0 0.0
H -5.97044 0.05507 2.56906 0.1 0.0 0.0
H -6.42783 1.73247 2.28185 0.0 0.0 0.0
H -4.92414 0.71082 4.75858 0.0 0.0 0.0
H -6.60871 1.24532 4.69087 0.0 0.0 0.0
H -5.29283 2.40367 4.42917 0.0 0.0 0.0
H -2.78759 0.88619 -0.00420 0.0 0.0 0.0
H -1.32459 0.47897 0.95451 0.0 0.0 0.0
H -2.05802 2.08417 1.11256 0.0 0.0 0.0
O -0.43161 3.30622 -0.20098 -0.3 0.0 -0.1
S 0.36701 3.89052 -1.24173 -0.1 -0.4 0.2
O 1.71431 3.41886 -1.32347 0.3 0.2 -0.2
O 0.28905 5.44801 -1.15057 0.2 0.2 0.1
C 0.57498 6.08177 0.13946 -0.1 0.1 0.1
C 2.04570 6.09034 0.47751 0.0 -0.1 -0.1
C -0.40305 3.71573 -2.81097 -0.1 0.0 0.0
H -0.02325 5.58315 0.90120 0.0 -0.1 0.0
H 0.18601 7.08752 0.00822 0.0 0.0 -0.1
H 2.42758 5.08601 0.65097 0.0 0.0 0.0
H 2.18953 6.67645 1.38495 0.0 0.0 0.0
H 2.62384 6.54159 -0.32782 0.0 0.0 0.0
H -1.43100 4.05997 -2.74258 0.0 0.0 0.0
H -0.36324 2.65777 -3.06067 0.0 0.0 0.0
H 0.16010 4.29698 -3.53578 0.0 0.0 0.0
O 3.92182 -2.80755 -0.59786 0.0 -0.3 -0.1
S 4.66095 -1.60830 -0.32236 0.6 0.4 -0.4
O 4.27867 -0.83332 0.81471 0.0 0.0 0.2
O 4.61237 -0.70272 -1.62860 0.2 0.0 0.3
C 3.29065 -0.50734 -2.17016 0.8 0.4 -0.3
C 2.45134 0.45309 -1.35417 0.1 -0.1 0.0
C 6.38388 -1.91473 -0.29843 0.0 -0.1 0.1
H 2.83020 -1.49706 -2.25348 2.9 1.1 0.1
H 3.45796 -0.13450 -3.17864 0.1 0.0 0.0
H 2.26696 0.05458 -0.35608 -0.1 0.2 -0.1
H 1.49522 0.62255 -1.85085 0.1 0.1 0.0
H 2.94839 1.41374 -1.24394 0.0 -0.1 -0.1
H 6.65209 -2.48871 -1.18037 0.0 0.0 0.0
H 6.57825 -2.48267 0.60900 0.0 0.0 0.0
H 6.90108 -0.95980 -0.26926 0.0 0.0 0.0

***

Record 2
81
Properties=species:S:1:pos:R:3:forces:R:3 method="wB97M-V/def2-TZVPD" orbital_gap_ev=8.7 e_above_lowest_ev=0.181 total_charge=+1
Au 0.38442 0.92172 1.02142 -1.4 -0.6 0.2
Cl 1.41695 3.27950 2.69470 -0.2 0.0 0.0
Si 2.27329 2.39826 1.05240 1.4 -0.3 -0.9
Cl 2.43539 3.94464 -0.23751 0.0 0.3 0.0
Cl 4.04862 1.71468 1.76550 0.1 0.1 0.2
C 1.90527 -2.27190 2.16463 0.0 0.0 0.0
C 2.30697 -1.34235 3.28210 -0.1 0.0 0.0
O 1.23915 -0.43167 3.54078 0.0 0.1 0.1
C 1.52614 0.38135 4.68408 0.1 0.0 0.0
C 0.28059 1.07503 5.17970 -0.1 0.0 -0.1
H 2.69380 -3.00531 1.99160 0.0 0.0 0.0
H 1.74930 -1.73011 1.23110 0.0 0.0 0.0
H 0.98716 -2.80691 2.41130 0.0 0.0 0.0
H 3.21226 -0.78179 3.02259 0.0 0.0 0.0
H 2.51805 -1.90652 4.19705 0.0 0.0 0.0
H 2.29598 1.11249 4.41359 0.0 0.0 0.0
H 1.94128 -0.25839 5.46973 0.0 0.0 0.0
H -0.19254 1.64799 4.38206 0.0 0.0 0.0
H 0.54465 1.76572 5.98054 0.0 0.0 0.0
H -0.43819 0.35998 5.58142 0.0 0.0 0.0
O -1.32237 1.43813 2.05387 0.3 0.0 0.4
S -2.77171 1.05426 2.32279 -0.2 -0.1 -0.4
C -2.87669 -0.72707 2.22576 0.0 0.0 0.0
C -3.95258 -1.35681 1.61043 0.0 0.0 0.0
C -4.08108 -2.73306 1.73250 0.0 0.0 0.0
C -3.14954 -3.46207 2.45773 0.1 0.0 0.0
C -2.06864 -2.82201 3.04925 0.0 0.0 -0.1
C -1.92817 -1.44778 2.94251 0.0 0.1 0.0
C -3.66176 1.53215 0.86527 -0.1 0.0 0.1
C -4.94276 2.03345 1.04113 0.0 0.0 0.0
C -5.67309 2.41208 -0.07810 0.0 0.0 0.0
C -5.10781 2.30672 -1.34022 0.0 0.0 0.0
C -3.81223 1.82600 -1.49826 0.0 0.0 0.0
C -3.08262 1.42918 -0.39194 0.0 0.0 0.0
H -4.68307 -0.79208 1.04845 0.0 0.0 0.0
H -4.91612 -3.23328 1.26087 0.0 0.0 0.0
H -3.26359 -4.53328 2.55742 0.0 0.0 0.0
H -1.33352 -3.39205 3.60205 0.0 0.0 0.0
H -1.08188 -0.94845 3.39604 0.1 0.0 0.1
H -5.36098 2.13199 2.03553 0.0 0.0 0.0
H -6.67456 2.80254 0.04008 0.0 0.0 0.0
H -5.67530 2.61294 -2.20895 0.0 0.0 0.0
H -3.36555 1.76374 -2.48241 -0.1 0.0 0.1
H -2.06820 1.07182 -0.50972 0.0 0.0 0.0
C 3.37639 -0.17650 -3.91359 0.0 -0.1 0.0
C 3.48818 0.50285 -2.54019 0.0 0.1 0.0
C 3.83476 1.98244 -2.76115 0.0 0.0 -0.1
C 4.61743 -0.12807 -1.71288 0.0 0.0 0.0
Si 1.82977 0.36688 -1.67120 0.2 -0.3 -0.3
O 2.08624 1.04678 -0.10335 -0.2 0.7 0.5
C 0.41889 1.17716 -2.60117 0.0 0.1 0.1
C -0.00430 2.50162 -2.46433 0.0 0.0 0.1
C -1.01188 3.02482 -3.26345 0.0 0.0 0.0
C -1.61005 2.23399 -4.23343 0.1 0.0 -0.1
C -1.20837 0.91425 -4.38860 0.0 0.0 0.0
C -0.21214 0.39283 -3.57680 0.0 0.0 0.0
C 1.21864 -1.37848 -1.35803 0.0 0.0 0.0
C -0.11602 -1.54061 -0.96822 -0.1 0.0 0.0
C -0.65989 -2.78759 -0.71376 0.0 0.0 0.1
C 0.12824 -3.92190 -0.85629 0.0 0.0 0.0
C 1.44571 -3.79317 -1.26816 0.0 0.0 0.0
C 1.98108 -2.53556 -1.51976 0.1 0.0 0.1
H 4.33725 -0.10341 -4.43081 0.0 0.0 0.0
H 2.62655 0.30983 -4.54117 0.0 0.0 0.0
H 3.12018 -1.23574 -3.84515 0.0 0.0 0.0
H 4.80037 2.05157 -3.27047 0.0 0.0 0.0
H 3.92771 2.52780 -1.82315 0.0 0.0 0.0
H 3.09383 2.48851 -3.38472 0.0 0.0 0.0
H 5.56339 -0.01291 -2.24981 0.0 0.0 0.0
H 4.47597 -1.19253 -1.52810 0.0 0.0 0.0
H 4.72583 0.36512 -0.74561 0.0 0.0 0.0
H 0.44583 3.14123 -1.72072 0.1 0.1 0.0
H -1.32181 4.05377 -3.13353 0.0 0.0 0.0
H -2.38322 2.64508 -4.86988 0.0 0.0 0.0
H -1.67105 0.28942 -5.14181 0.0 0.0 0.0
H 0.07408 -0.64525 -3.70567 0.0 0.0 0.0
H -0.77272 -0.67567 -0.91598 0.0 0.0 0.0
H -1.70072 -2.87444 -0.42777 0.0 0.0 0.0
H -0.28926 -4.90219 -0.66628 0.0 0.0 0.0
H 2.06067 -4.67390 -1.40021 0.0 0.0 0.0
H 3.00973 -2.47153 -1.84562 0.0 0.0 0.0

***

Record 3
16
Properties=species:S:1:pos:R:3:forces:R:3 method="wB97M-V/def2-TZVPD" orbital_gap_ev=10.5 e_above_lowest_ev=3.007 total_charge=+1
Li -0.43925 -0.41862 -0.55750 -0.1 -0.1 0.2
O -0.82325 -1.39562 1.19150 2.8 -0.3 1.9
H -1.49825 -2.05762 1.17550 -0.8 -0.7 0.1
H -0.17825 -1.69462 1.96450 -2.1 1.1 -2.4
O 1.18475 0.79738 0.11050 2.7 -11.4 3.1
H 2.14575 0.43938 0.35350 -3.1 2.0 -0.9
H 1.10775 1.60138 -0.12250 0.4 9.4 -2.4
O -1.33325 1.22638 -1.47150 1.6 -0.2 1.7
H -1.82125 1.12938 -2.28950 0.5 0.5 -0.6
H -0.42825 1.64438 -1.51150 -2.0 -0.3 -1.2
O 0.27475 -1.58562 -2.02050 3.8 5.2 2.3
H 0.04375 -2.38862 -2.25850 -3.0 -6.2 -2.1
H 1.23075 -1.81862 -1.88050 -0.8 1.1 0.0
O 0.19675 1.30938 2.80750 3.9 -10.0 -3.3
H 0.40375 1.11137 1.78050 -0.6 0.2 3.7
H -0.06625 2.10038 2.72850 -3.4 9.8 -0.2

***

Record 4
20
Properties=species:S:1:pos:R:3:forces:R:3 method="wB97M-V/def2-TZVPD" orbital_gap_ev=11.3 e_above_lowest_ev=1.524 total_charge=+1
C 1.67271 0.42162 1.28744 -0.1 0.0 0.1
C 1.37624 -1.03063 0.96229 0.2 0.1 0.1
N 1.26590 -1.22751 -0.50463 -0.1 -0.1 0.2
H 0.84440 1.09025 1.05921 -0.1 0.0 -0.1
H 1.88572 0.53451 2.34526 0.0 0.0 0.1
H 2.54366 0.78040 0.74406 0.1 0.0 -0.1
H 2.16882 -1.65328 1.38048 0.0 0.0 0.0
H 0.43766 -1.33934 1.42657 0.0 -0.1 0.0
H 1.99256 -0.67264 -0.94754 0.0 0.0 -0.1
H 1.49964 -2.18985 -0.72797 -0.1 -0.1 -0.1
O -1.05718 2.26803 -1.27532 0.2 0.2 -0.3
C -1.65370 1.84393 -0.33165 -0.1 -0.4 0.3
C -1.99064 0.36082 -0.24901 0.1 0.1 -0.1
N -1.20857 -0.34130 -1.30175 -0.5 -0.3 0.1
H -1.96806 2.45936 0.51960 -0.1 0.2 0.0
H -1.74614 -0.04077 0.73131 0.0 0.0 0.0
H -3.05726 0.23313 -0.42932 -0.1 0.0 0.1
H -1.77381 -1.04444 -1.77286 0.0 0.0 0.0
H -0.92380 0.36538 -1.99228 0.1 0.1 0.0
H -0.30813 -0.81768 -0.92387 0.4 0.3 -0.2

***

Record 5
8
Properties=species:S:1:pos:R:3:forces:R:3 method="wB97M-V/def2-TZVPD" orbital_gap_ev="6.4 / 6.4" e_above_lowest_ev=3.992
C -0.11023 -1.14617 0.55117 -2.8 -2.8 0.2
C 0.61133 -0.31881 -0.00912 3.6 4.4 -0.8
C 1.33186 0.79845 -0.33495 -1.3 -2.5 -2.4
S -2.70385 1.06598 0.10085 0.1 0.3 0.0
Cl -2.08214 -0.76851 -0.32821 0.8 -0.5 0.8
H -0.18081 -2.12442 1.05581 0.1 1.0 -0.5
H 1.69199 0.93610 -1.44640 -0.5 -0.3 2.6
H 1.44184 1.55738 0.41085 0.1 0.4 0.1

***

Record 6
13
Properties=species:S:1:pos:R:3:forces:R:3 method="wB97M-V/def2-TZVPD" orbital_gap_ev=9.6 smiles="C=O.CCS" e_above_lowest_ev=1.035
C 3.10578 -0.17731 -1.08166 -0.1 0.0 -0.6
O 2.16534 0.56196 -1.14817 0.0 -0.1 -0.1
H 3.36837 -0.90910 -1.87036 -0.3 0.1 -0.1
H 3.79903 -0.15945 -0.25319 0.4 0.1 0.7
C -1.19098 -0.03662 -0.57920 0.3 0.8 0.8
C -1.80485 -0.07655 0.82186 0.0 -0.5 -0.4
S -1.06042 1.20523 1.86909 0.0 0.4 0.0
H -1.55310 0.80252 -1.12254 -0.7 0.8 -0.5
H -0.13748 0.21575 -0.48114 0.2 -0.7 -0.1
H -1.39221 -0.89647 -1.18952 0.1 -0.6 0.0
H -1.59052 -1.03971 1.25595 0.1 -0.3 0.3
H -2.88922 0.02090 0.80740 0.0 0.1 0.0
H -0.81973 0.48886 2.97147 -0.1 -0.1 0.0

***

Record 7
18
Properties=species:S:1:pos:R:3:forces:R:3 method="wB97M-V/def2-TZVPD" orbital_gap_ev=6.8 e_above_lowest_ev=7.947
O -0.95316 -1.93368 -0.94847 4.2 1.5 0.3
C 0.24707 -1.43076 -1.01774 -3.7 -4.9 -2.5
N 1.43463 -0.51979 -0.29034 -2.3 -0.6 -1.5
C 0.24236 0.04046 -0.74005 4.7 5.3 1.4
C -0.70341 0.62541 0.24564 -1.7 -0.9 1.0
C -0.71832 -0.27788 1.47430 1.4 0.2 0.4
C -2.01797 0.71767 -0.44238 -1.5 0.7 -0.3
H 0.83599 -1.82339 -1.88921 0.2 -0.1 1.2
H 5.13077 0.63008 0.88717 0.0 0.0 0.0
H 0.39414 0.72168 -1.61074 -0.6 -0.5 -0.1
H 5.45894 0.80807 0.24595 0.0 0.0 0.0
H -0.45595 1.65724 0.60137 0.7 -0.8 -0.8
H -1.18440 0.14400 2.37967 -0.2 -0.2 -0.6
H -1.01487 -1.30249 1.21872 -0.3 0.5 0.4
H 0.37181 -0.33169 1.66096 -0.5 -0.3 0.7
H -1.96249 1.42053 -1.30373 -0.2 -0.4 0.4
H -2.71478 1.11765 0.29978 -0.3 0.1 -0.4
H -2.39036 -0.26312 -0.77089 0.2 0.5 0.1